Entry 1:
ORCA calculation (ωB97M-V/def2-TZVPD) on a molecular structure, C26H36B2HgO34 at a distorted geometry.

Highest occupied orbital energy, eV: -9.61
Spin multiplicity: 1
HOMO-LUMO gap, eV: 1.3

Cartesian coordinates (Å):
Hg: 1.83012 -13.72083 10.70736
O: 3.60747 -16.50918 7.71851
O: -0.29192 -13.55106 4.82428
O: 2.42349 -10.96536 14.15424
O: 5.25584 -8.64510 8.05322
O: -6.23818 -17.22771 11.97770
O: 9.01327 -15.67464 10.48322
O: -4.79033 -18.92361 10.95321
O: 7.16642 -14.50026 11.14070
O: -8.13261 -17.20831 13.21910
O: -1.74941 -13.02739 12.64539
O: -6.15632 -18.57068 15.22783
O: -3.81191 -12.00035 12.84196
O: 3.21689 -9.26523 15.43217
O: 3.68820 -18.00671 6.00904
O: -0.81466 -11.32760 5.27765
O: 10.67932 -15.57808 8.72040
O: 1.03389 -9.52699 15.14920
O: 3.60597 -16.65446 15.87799
O: -2.91547 -19.64556 9.73797
O: 10.57863 -13.88594 10.45047
O: 5.50152 -16.86706 6.51961
O: 9.25202 -12.35620 11.41605
O: 13.15308 -17.48432 10.30151
O: -2.93965 -12.99935 14.53931
O: -4.82952 -18.46932 13.40626
O: 11.45022 -16.15410 10.87207
O: -1.79044 -17.12724 10.88901
O: -0.28175 -12.81025 6.96129
O: 5.95015 -10.56551 7.27716
O: 2.85241 -18.68200 14.97912
O: 4.18687 -10.59050 8.70598
O: 12.15004 -16.89092 7.50435
O: 2.43735 -16.57848 13.90287
O: -3.87879 -17.00574 11.72688
C: 2.20542 -9.96886 14.82057
C: -3.54508 -18.84888 10.48992
C: 5.07052 -9.97713 8.09106
C: -2.94130 -17.55378 11.10261
C: -5.93968 -18.30264 14.05209
C: 3.98516 -17.38256 17.05207
C: 7.19207 -10.01613 6.77582
C: 0.78923 -8.97251 16.41358
C: -6.92665 -17.54223 13.02832
C: 11.68107 -16.44486 8.58392
C: -3.87649 -11.68858 11.51310
C: 9.43877 -13.47831 10.97559
C: 2.01021 -19.28192 13.96264
C: 4.29448 -7.77752 8.63818
C: 2.40724 -18.60415 6.19652
C: 12.22830 -16.75244 10.01813
C: 4.19727 -17.15864 6.87323
C: 4.44099 -9.79375 15.70884
C: -2.71998 -12.71490 13.33238
C: 2.94153 -17.32939 14.84270
C: -0.41104 -12.57008 5.77252
C: -0.58335 -13.30895 3.43784
C: -2.03464 -13.80812 15.31044
C: -0.75970 -10.10239 6.06995
C: 8.39077 -14.60530 10.90385
C: 6.40563 -17.53729 5.64721
B: -4.89042 -17.91651 12.02824
B: 10.43595 -15.34914 10.16889
H: -0.26370 -12.29907 3.18079
H: 3.84224 -8.04608 9.59288
H: -0.22671 -9.21387 16.72617
H: 1.13865 -7.95488 16.58805
H: 4.91322 -9.33808 16.57916
H: 4.79826 -16.91209 17.60490
H: 1.39250 -9.46001 17.17941
H: 3.41364 -7.52552 8.04767
H: -3.14593 -10.88565 11.41479
H: 2.26979 -18.99124 7.20616
H: 4.31015 -10.86389 15.86943
H: -0.04269 -14.01072 2.80278
H: 5.98837 -17.70798 4.65481
H: 6.91693 -9.68738 5.77367
H: -1.66265 -9.67551 6.50649
H: 7.89318 -10.84409 6.67079
H: -3.88478 -12.59406 10.90637
H: 1.00723 -18.85545 13.97798
H: 6.78785 -18.44687 6.11051
H: -2.44231 -13.85586 16.32020
H: 5.22866 -9.58528 14.98482
H: 7.65045 -9.30107 7.45897
H: 2.40835 -19.08010 12.96823
H: 1.59550 -17.87684 6.18226
H: -4.81119 -11.16777 11.30523
H: -0.43768 -9.35386 5.34600
H: 4.79969 -6.82342 8.78840
H: 2.21227 -19.41189 5.49107
H: 4.50675 -18.27502 16.70630
H: -2.10066 -14.83936 14.96362
H: 1.96266 -20.34504 14.19847
H: 3.14178 -17.52149 17.72846
H: -1.63134 -13.39885 3.15197
H: 7.23326 -16.84515 5.49200
H: -0.98530 -13.51545 15.34712
H: -0.01257 -10.30302 6.83783



Entry 2:
ORCA calculation (ωB97M-V/def2-TZVPD) on 3 unconnected molecules or ions with the total composition C3H11NO3 at a distorted geometry.

Structure (SMILES): CN(C)C=O.O.O
Highest occupied orbital energy, eV: -9.43
Spin multiplicity: 1
HOMO-LUMO gap, eV: 9.8

Cartesian coordinates (Å):
O: -1.28182 -0.32492 2.38241
O: 1.40160 -1.95482 -0.39787
O: -1.66251 -1.95636 -2.11067
N: -0.11327 0.89229 0.81634
C: 1.10625 1.64750 0.61084
C: -0.32838 0.32415 2.03548
C: -1.02174 0.70326 -0.28737
H: 1.43512 -2.70638 -0.99465
H: -1.15139 -1.91928 -1.29486
H: -0.49105 0.45941 -1.20672
H: -1.72544 1.52772 -0.34001
H: 0.89310 2.62374 0.17802
H: -1.58765 -0.20529 -0.10894
H: 1.69264 1.20414 -0.21466
H: 1.99653 -1.26129 -0.69059
H: 1.75120 1.54023 1.47352
H: 0.53726 0.52470 2.68458
H: -1.45044 -1.11882 -2.53487



Entry 3:
ORCA calculation (ωB97M-V/def2-TZVPD) on 2 unconnected molecules or ions with the total composition C4H11N3O2 at a distorted geometry.

Structure (SMILES): [H]/N=C(\N)NC.CC(=O)O
Highest occupied orbital energy, eV: -8.59
Spin multiplicity: 1
HOMO-LUMO gap, eV: 9.5

Cartesian coordinates (Å):
O: -0.27024 1.76787 -0.61167
O: -2.36979 1.07490 -0.32499
N: 1.61043 -3.04947 0.48069
N: -0.68243 -2.44160 0.25095
N: 0.93527 -0.84717 0.39056
C: 0.56531 -2.17502 0.36176
C: -1.39947 2.02565 -0.28867
C: -1.97712 3.36484 0.05001
C: 1.99775 -0.33114 -0.44033
H: 1.89611 0.74210 -0.44135
H: 2.48736 -2.65063 0.76729
H: 1.91067 -0.55260 -1.51117
H: -3.02757 3.33582 -0.23444
H: 3.00272 -0.54603 -0.07212
H: 1.41985 -4.00254 0.71223
H: -1.41859 4.11880 -0.47528
H: 0.18349 -0.19198 0.50209
H: -1.94440 0.20873 -0.45913
H: -1.99583 3.56581 1.10961
H: -0.92353 -3.41633 0.23396



Entry 4:
ORCA calculation (ωB97M-V/def2-TZVPD) on a molecular structure, C12H30Li4NO9 at a distorted geometry.

Highest occupied orbital energy (alpha / beta), eV: -17.72 / -17.72
Spin multiplicity: 2
⟨S²⟩: 0.75
Net charge: +4
HOMO-LUMO gap (alpha / beta), eV: 6.5 / 2.2

Cartesian coordinates (Å):
O: -4.02147 1.16905 1.88422
O: 0.10341 0.85228 -0.75753
O: -0.93471 0.20636 0.93902
O: -0.45105 -3.02334 -0.37303
O: 0.67694 1.63140 1.07712
O: 2.85351 4.65031 -2.67782
O: 3.32371 2.14705 -1.89415
O: 1.63165 -4.91365 -1.50358
O: -3.76513 -0.21488 4.27017
N: -0.04997 0.87926 0.40731
C: 2.74032 6.08314 -2.64117
C: 0.22121 -4.96963 -1.80482
C: -4.77930 0.69113 4.13897
C: 4.21288 4.41467 -2.36371
C: 3.59567 0.80444 -1.68596
C: -5.14143 0.74184 2.65164
C: -0.51919 -4.44463 -0.59037
C: -4.20898 1.28541 0.51428
C: -3.50749 -0.58289 5.69353
C: 2.38496 -5.79115 -2.28012
C: 0.85104 -2.38612 -0.36453
C: 4.40874 2.89334 -2.47098
Li: -0.47501 1.43016 -2.74186
Li: -2.67159 -0.10047 2.60352
Li: -1.82924 -1.73952 0.43768
Li: 1.82612 2.27868 2.90845
H: -4.12423 -1.39943 6.06901
H: 4.51720 2.50685 -3.48437
H: 2.83434 6.44373 -1.61686
H: -1.54255 -4.81987 -0.58394
H: -5.63881 0.44614 4.76293
H: 5.27633 2.69578 -1.84140
H: 0.67107 -1.35455 -0.06192
H: 4.37956 4.74631 -1.33885
H: -5.08672 1.90360 0.32585
H: -3.57082 0.26766 6.37225
H: -2.45736 -0.83965 5.83278
H: -5.90356 1.51245 2.53578
H: 3.42057 -5.72773 -1.94604
H: 1.44520 -2.97409 0.33501
H: 2.01663 -6.81110 -2.17004
H: 2.28515 -5.57974 -3.34475
H: -4.41362 1.67678 4.42691
H: 4.90429 4.83229 -3.09559
H: 3.66088 0.28789 -2.64357
H: -0.05384 -5.97416 -2.12633
H: 2.75929 0.38113 -1.12974
H: -5.45248 -0.17901 2.15829
H: 0.01289 -4.83467 0.27730
H: 3.37892 6.57424 -3.37541
H: 1.49060 -2.56914 -1.22800
H: -3.32089 1.75239 0.08844
H: 0.12544 -4.33288 -2.68430
H: 4.53926 0.68579 -1.15336
H: 1.73071 6.41870 -2.87821
H: -4.35905 0.27206 0.14186



Copy entry 4 word for word.
ORCA calculation (ωB97M-V/def2-TZVPD) on a molecular structure, C12H30Li4NO9 at a distorted geometry.

Highest occupied orbital energy (alpha / beta), eV: -17.72 / -17.72
Spin multiplicity: 2
⟨S²⟩: 0.75
Net charge: +4
HOMO-LUMO gap (alpha / beta), eV: 6.5 / 2.2

Cartesian coordinates (Å):
O: -4.02147 1.16905 1.88422
O: 0.10341 0.85228 -0.75753
O: -0.93471 0.20636 0.93902
O: -0.45105 -3.02334 -0.37303
O: 0.67694 1.63140 1.07712
O: 2.85351 4.65031 -2.67782
O: 3.32371 2.14705 -1.89415
O: 1.63165 -4.91365 -1.50358
O: -3.76513 -0.21488 4.27017
N: -0.04997 0.87926 0.40731
C: 2.74032 6.08314 -2.64117
C: 0.22121 -4.96963 -1.80482
C: -4.77930 0.69113 4.13897
C: 4.21288 4.41467 -2.36371
C: 3.59567 0.80444 -1.68596
C: -5.14143 0.74184 2.65164
C: -0.51919 -4.44463 -0.59037
C: -4.20898 1.28541 0.51428
C: -3.50749 -0.58289 5.69353
C: 2.38496 -5.79115 -2.28012
C: 0.85104 -2.38612 -0.36453
C: 4.40874 2.89334 -2.47098
Li: -0.47501 1.43016 -2.74186
Li: -2.67159 -0.10047 2.60352
Li: -1.82924 -1.73952 0.43768
Li: 1.82612 2.27868 2.90845
H: -4.12423 -1.39943 6.06901
H: 4.51720 2.50685 -3.48437
H: 2.83434 6.44373 -1.61686
H: -1.54255 -4.81987 -0.58394
H: -5.63881 0.44614 4.76293
H: 5.27633 2.69578 -1.84140
H: 0.67107 -1.35455 -0.06192
H: 4.37956 4.74631 -1.33885
H: -5.08672 1.90360 0.32585
H: -3.57082 0.26766 6.37225
H: -2.45736 -0.83965 5.83278
H: -5.90356 1.51245 2.53578
H: 3.42057 -5.72773 -1.94604
H: 1.44520 -2.97409 0.33501
H: 2.01663 -6.81110 -2.17004
H: 2.28515 -5.57974 -3.34475
H: -4.41362 1.67678 4.42691
H: 4.90429 4.83229 -3.09559
H: 3.66088 0.28789 -2.64357
H: -0.05384 -5.97416 -2.12633
H: 2.75929 0.38113 -1.12974
H: -5.45248 -0.17901 2.15829
H: 0.01289 -4.83467 0.27730
H: 3.37892 6.57424 -3.37541
H: 1.49060 -2.56914 -1.22800
H: -3.32089 1.75239 0.08844
H: 0.12544 -4.33288 -2.68430
H: 4.53926 0.68579 -1.15336
H: 1.73071 6.41870 -2.87821
H: -4.35905 0.27206 0.14186



Which of these has the highest spin multiplicity?
C12H30Li4NO9